No. 1
2 unconnected molecules or ions with the total composition C7H15N2O3S in a non-equilibrium geometry. Source: the Open Molecules 2025 dataset; level of theory: ωB97M-V/def2-TZVPD.

Last columns: bonded neighbours and bond lengths (Å).
CARTESIAN COORDINATES (ANGSTROEM)
1 C -1.794 0.519 -0.224  C7 1.406, N8 1.368, O10 1.328
2 C -0.194 2.326 0.091  C7 1.331, N9 1.170
3 C -3.586 -1.199 -0.408  N8 1.422, H14 1.017, H15 1.118, H16 1.122
4 C 1.960 3.613 -0.440  N9 1.415, H17 1.025, H18 1.112, H19 1.096
5 C 0.860 -2.710 -0.464  S13 1.835, H20 1.114, H21 1.120, H22 1.093
6 C 2.881 -1.333 1.152  S13 1.850, H23 1.116, H24 1.105, H25 1.106
7 C -1.226 1.587 0.492  C1 1.406, C2 1.331, H26 1.117
8 N -2.960 -0.067 0.184  C1 1.368, C3 1.422, H27 0.963
9 N 0.865 2.791 -0.077  C2 1.170, C4 1.415
10 O -1.253 0.001 -1.320  C1 1.328, H28 1.040
11 O 1.090 -0.066 -0.578  S13 1.474
12 O 0.310 -1.080 1.541  S13 1.420
13 S 1.190 -1.140 0.427  C5 1.835, C6 1.850, O11 1.474, O12 1.420
14 H -3.322 -2.154 -0.178  C3 1.017
15 H -4.679 -0.984 -0.309  C3 1.118
16 H -3.410 -0.933 -1.484  C3 1.122
17 H 2.754 2.991 -0.621  C4 1.025
18 H 1.829 4.409 -1.204  C4 1.112
19 H 2.022 4.207 0.478  C4 1.096
20 H 1.885 -3.139 -0.537  C5 1.114
21 H 0.468 -2.505 -1.493  C5 1.120
22 H 0.051 -3.168 0.111  C5 1.093
23 H 3.635 -1.072 0.370  C6 1.116
24 H 2.985 -2.428 1.253  C6 1.105
25 H 2.941 -0.730 2.077  C6 1.106
26 H -1.821 1.858 1.398  C7 1.117
27 H -3.259 0.283 1.030  N8 0.963
28 H -0.221 0.122 -1.268  O10 1.040

Results
energy above the lowest of the compared OMol25 structures with the same formula, charge and spin: 6.7 kcal per mole
total charge: +1
gap between HOMO and LUMO: 9.68 eV
LUMO: -2.60 eV

***

No. 2
A gas-phase ion, C7H15N2O3S (charge +1) in a non-equilibrium geometry. Source: the Open Molecules 2025 dataset; level of theory: ωB97M-V/def2-TZVPD.

Last columns: bonded neighbours and bond lengths (Å).
CARTESIAN COORDINATES (ANGSTROEM)
1 C -0.519 0.952 -0.891  N9 1.423, O10 1.449, H14 1.078, H15 1.153
2 C 1.607 0.046 -0.033  C7 1.523, O10 1.278, O12 1.322
3 C -3.555 1.017 -0.088  C5 1.516, H16 1.170, H17 1.093, H18 1.048
4 C 3.213 1.747 0.571  O12 1.444, H19 1.029, H20 1.076, H21 1.128
5 C -2.291 0.632 0.656  C3 1.516, N9 1.443, H22 1.198, H23 1.143
6 C 0.308 -1.787 -1.128  C7 1.520, S13 1.923, H24 0.999, H25 1.034
7 C 1.131 -1.395 0.088  C2 1.523, C6 1.520, N8 1.422, H26 1.137
8 N 2.205 -2.207 0.545  C7 1.422, H27 1.015, H28 0.984
9 N -1.183 0.025 -0.040  C1 1.423, C5 1.443, S13 1.713
10 O 0.878 0.981 -0.512  C1 1.449, C2 1.278
11 O -1.739 -2.344 0.561  S13 1.415
12 O 2.811 0.370 0.406  C2 1.322, C4 1.444
13 S -1.526 -1.558 -0.596  C6 1.923, N9 1.713, O11 1.415
14 H -0.422 0.644 -1.920  C1 1.078
15 H -0.982 2.005 -0.805  C1 1.153
16 H -3.462 1.562 -1.119  C3 1.170
17 H -4.128 0.093 -0.207  C3 1.093
18 H -4.221 1.632 0.438  C3 1.048
19 H 4.060 1.602 1.138  C4 1.029
20 H 2.535 2.504 0.927  C4 1.076
21 H 3.444 2.029 -0.497  C4 1.128
22 H -2.581 -0.003 1.629  C5 1.198
23 H -2.089 1.676 1.075  C5 1.143
24 H 0.410 -1.302 -1.996  C6 0.999
25 H 0.558 -2.781 -1.268  C6 1.034
26 H 0.533 -1.417 1.054  C7 1.137
27 H 2.959 -1.681 0.976  N8 1.015
28 H 2.046 -3.045 1.036  N8 0.984

Results
energy above the lowest of the compared OMol25 structures with the same formula, charge and spin: 51.2 kcal per mole
multiplicity: 3
total charge: +1
gap between HOMO and LUMO (alpha / beta): 6.67 / 4.86 eV
LUMO (alpha / beta): -2.68 / -7.91 eV

***

No. 3
C7H15N2P in the gas phase in a non-equilibrium geometry. Source: the Open Molecules 2025 dataset; level of theory: ωB97M-V/def2-TZVPD.

Last columns: bonded neighbours and bond lengths (Å).
CARTESIAN COORDINATES (ANGSTROEM)
1 C -0.856 -1.102 0.574  C2 1.496, C4 1.511, N8 1.210
2 C -1.155 -0.201 -0.582  C1 1.496, C3 1.559, C5 1.448, H11 1.163
3 C 0.127 0.525 -1.095  C2 1.559, C6 1.540, N9 1.336, H12 1.116
4 C -1.907 -2.161 0.818  C1 1.511, H13 1.076, H14 1.019, H15 1.138
5 C -2.018 0.842 -0.067  C2 1.448, H16 1.168, H17 1.032, H18 1.063
6 C 1.170 -0.455 -1.664  C3 1.540, H19 1.064, H20 1.143, H21 1.074
7 C 2.825 0.706 1.224  P10 1.867, H22 1.111, H23 1.198, H24 1.018
8 N 0.039 -1.047 1.385  C1 1.210
9 N 0.512 1.492 -0.258  C3 1.336, P10 1.528
10 P 1.851 1.991 0.281  C7 1.867, N9 1.528, H25 1.522
11 H -1.751 -0.692 -1.452  C2 1.163
12 H -0.210 1.042 -2.026  C3 1.116
13 H -2.482 -2.615 0.030  C4 1.076
14 H -2.349 -1.640 1.574  C4 1.019
15 H -1.358 -3.035 1.297  C4 1.138
16 H -1.557 1.512 0.772  C5 1.168
17 H -2.931 0.594 0.345  C5 1.032
18 H -2.230 1.591 -0.790  C5 1.063
19 H 1.437 -1.134 -0.889  C6 1.064
20 H 1.975 0.107 -2.249  C6 1.143
21 H 0.492 -0.892 -2.373  C6 1.074
22 H 3.526 0.390 0.423  C7 1.111
23 H 2.047 -0.112 1.624  C7 1.198
24 H 3.411 1.167 1.918  C7 1.018
25 H 1.390 3.126 1.182  P10 1.522

Results
energy above the lowest of the compared OMol25 structures with the same formula, charge and spin: 72.7 kcal per mole
gap between HOMO and LUMO (alpha / beta): 8.00 / 7.18 eV
LUMO (alpha / beta): -0.46 / -0.15 eV

***

No. 4
A gas-phase ion, C7H15N2Si (charge +1) in a non-equilibrium geometry. Source: the Open Molecules 2025 dataset; level of theory: ωB97M-V/def2-TZVPD.

Last columns: bonded neighbours and bond lengths (Å).
CARTESIAN COORDINATES (ANGSTROEM)
1 C 0.123 -0.835 -1.580  N8 1.323, N9 1.359, Si10 2.093
2 C 1.400 0.395 1.051  C3 1.346, Si10 1.901, H11 1.045
3 C 0.859 0.507 2.278  C2 1.346, C6 1.446, C7 1.524
4 C -1.597 0.480 -2.362  C5 1.629, N8 1.409, H12 1.049, H13 1.161
5 C -1.291 -0.705 -3.436  C4 1.629, N9 1.441, H14 1.105, H15 1.155
6 C 1.022 1.803 2.899  C3 1.446, H16 1.135, H17 1.132, H18 1.109
7 C -0.293 -0.326 2.830  C3 1.524, H19 1.062, H20 1.075, H21 1.008
8 N -0.534 0.306 -1.454  C1 1.323, C4 1.409, H22 1.033
9 N -0.242 -1.418 -2.752  C1 1.359, C5 1.441, H23 1.049
10 Si 1.500 -1.161 -0.037  C1 2.093, C2 1.901, H24 1.501, H25 1.563
11 H 2.111 1.066 0.682  C2 1.045
12 H -1.618 1.415 -2.836  C4 1.049
13 H -2.664 0.488 -1.902  C4 1.161
14 H -2.159 -1.326 -3.725  C5 1.105
15 H -0.970 -0.181 -4.414  C5 1.155
16 H 0.425 2.668 2.471  C6 1.135
17 H 0.839 1.644 4.005  C6 1.132
18 H 2.069 2.104 2.695  C6 1.109
19 H -1.224 -0.019 2.422  C7 1.062
20 H -0.382 -0.186 3.892  C7 1.075
21 H -0.122 -1.304 2.658  C7 1.008
22 H -0.410 0.852 -0.585  N8 1.033
23 H -0.178 -2.455 -2.895  N9 1.049
24 H 2.764 -1.677 -0.659  Si10 1.501
25 H 0.571 -2.137 0.755  Si10 1.563

Results
energy above the lowest of the compared OMol25 structures with the same formula, charge and spin: 18.7 kcal per mole
multiplicity: 3
total charge: +1
gap between HOMO and LUMO (alpha / beta): 6.15 / 7.53 eV
LUMO (alpha / beta): -3.19 / -6.29 eV

***

No. 5
C7H15N3 in the gas phase in a non-equilibrium geometry. Source: the Open Molecules 2025 dataset; level of theory: ωB97M-V/def2-TZVPD.

Last columns: bonded neighbours and bond lengths (Å).
CARTESIAN COORDINATES (ANGSTROEM)
1 H -0.911 3.446 -0.620  N2 1.085
2 N -0.690 2.672 0.108  H1 1.085, N3 1.254
3 N -0.002 1.760 -0.410  N2 1.254, C4 1.503
4 C 0.062 0.540 0.466  N3 1.503, N5 1.426, C8 1.591, H12 1.150
5 N -1.182 -0.131 0.282  C4 1.426, C6 1.284
6 C -2.265 0.510 0.030  N5 1.284, C7 1.528, H13 1.172
7 C -3.580 -0.269 0.008  C6 1.528, H14 1.066, H15 1.138, H16 1.120
8 C 1.276 -0.418 0.097  C4 1.591, C9 1.542, C10 1.591, C11 1.545
9 C 1.086 -1.787 0.783  C8 1.542, H17 1.021, H18 1.009, H19 1.105
10 C 2.712 0.208 0.373  C8 1.591, H20 1.135, H21 1.108, H22 1.006
11 C 1.214 -0.663 -1.427  C8 1.545, H23 1.091, H24 1.030, H25 1.045
12 H 0.153 0.940 1.541  C4 1.150
13 H -2.251 1.658 -0.207  C6 1.172
14 H -4.030 -0.264 -0.959  C7 1.066
15 H -4.314 0.049 0.817  C7 1.138
16 H -3.218 -1.292 0.283  C7 1.120
17 H 0.327 -2.278 0.308  C9 1.021
18 H 0.901 -1.654 1.766  C9 1.009
19 H 1.990 -2.406 0.646  C9 1.105
20 H 2.939 -0.005 1.465  C10 1.135
21 H 2.529 1.299 0.316  C10 1.108
22 H 3.417 -0.112 -0.269  C10 1.006
23 H 1.936 0.041 -1.845  C11 1.091
24 H 0.338 -0.258 -1.785  C11 1.030
25 H 1.562 -1.588 -1.767  C11 1.045

Results
energy above the lowest of the compared OMol25 structures with the same formula, charge and spin: 66.8 kcal per mole
SMILES string: [H]/N=N/[C@@H](/N=C/C)C(C)(C)C
gap between HOMO and LUMO: 9.42 eV
LUMO: 0.66 eV

***

No. 6
C7H15N3 in the gas phase. Source: the Open Molecules 2025 dataset; level of theory: ωB97M-V/def2-TZVPD.

Last columns: bonded neighbours and bond lengths (Å).
CARTESIAN COORDINATES (ANGSTROEM)
1 C -1.447 0.560 1.245  N6 1.474, H11 1.092, H12 1.087, H13 1.090
2 C 0.347 1.896 0.284  N6 1.479, H14 1.089, H15 1.092, H16 1.085
3 C 0.348 -0.333 -3.177  N10 1.447, H17 1.100, H18 1.091, H19 1.099
4 C 1.281 -0.132 2.657  C7 1.496, H20 1.093, H21 1.093, H22 1.088
5 C -0.910 -1.632 -0.901  C8 1.512, H23 1.091, H24 1.093, H25 1.087
6 N -0.126 0.529 0.592  C1 1.474, C2 1.479, C7 1.506, C8 1.787
7 C 0.932 -0.343 1.218  C4 1.496, N6 1.506, N9 1.244
8 C 0.111 -0.518 -0.836  C5 1.512, N6 1.787, N9 1.817, N10 1.273
9 N 1.305 -1.172 0.368  C7 1.244, C8 1.817
10 N 0.524 0.163 -1.829  C3 1.447, C8 1.273
11 H -1.420 1.205 2.126  C1 1.092
12 H -1.734 -0.444 1.544  C1 1.087
13 H -2.178 0.958 0.541  C1 1.090
14 H -0.359 2.374 -0.393  C2 1.089
15 H 0.420 2.469 1.211  C2 1.092
16 H 1.300 1.821 -0.229  C2 1.085
17 H -0.696 -0.577 -3.423  C3 1.100
18 H 0.681 0.433 -3.879  C3 1.091
19 H 0.950 -1.232 -3.369  C3 1.099
20 H 0.416 -0.282 3.309  C4 1.093
21 H 1.649 0.883 2.830  C4 1.093
22 H 2.052 -0.847 2.934  C4 1.088
23 H -0.489 -2.422 -1.524  C5 1.091
24 H -1.835 -1.288 -1.371  C5 1.093
25 H -1.119 -2.070 0.072  C5 1.087

Results
energy above the lowest of the compared OMol25 structures with the same formula, charge and spin: 63.9 kcal per mole
gap between HOMO and LUMO: 7.93 eV
LUMO: 0.68 eV